No. 1
Below is ClH2NOS2 in the gas phase in a non-equilibrium geometry, with properties calculated with ωB97M-V with the def2-TZVPD basis set.

Geometry as XYZ:
```
7
Properties=species:S:1:pos:R:3:forces:R:3
Cl 0.342 1.249 -3.075 -0.18 -0.16 1.23
H 1.381 0.271 0.461 0.65 -0.31 -0.13
N 0.757 -0.210 1.086 0.33 0.23 0.65
H 0.702 -1.206 1.071 0.79 -0.98 -0.26
S -0.735 0.315 0.873 -0.81 2.24 -0.85
O -1.620 -0.782 1.161 -0.23 -0.57 -0.31
S -0.826 0.363 -1.577 -0.54 -0.44 -0.31
```
Forces are in eV/Å.

As for the spin multiplicity: 1. As for the HOMO energy: -9.07 eV. Its net charge is 0. For the frontier orbital gap, the calculation gives 7.51 eV. The calculation puts the LUMO energy at -1.56 eV.


No. 2
Below is C18H43Cl2FOsP2 as an isolated structure in a non-equilibrium geometry, with properties calculated with ωB97M-V with the def2-TZVPD basis set.

Geometry as XYZ:
```
67
Properties=species:S:1:pos:R:3:forces:R:3
C -0.938 -3.822 -3.353 -0.26 -0.12 -0.43
C -1.433 -4.871 -0.064 -0.30 -0.29 0.31
C 1.687 2.288 2.931 0.21 -0.27 0.13
C -0.570 3.364 -0.663 -0.31 -0.18 0.40
C -0.421 -3.388 1.743 0.04 0.25 0.23
H 2.615 2.686 3.367 -0.27 -0.03 -0.06
H 3.275 3.823 1.464 -0.23 0.03 -0.15
H -0.536 -5.450 -0.320 -0.15 0.08 0.04
H -1.317 4.832 2.217 0.01 -0.17 0.19
H -0.019 5.304 0.175 -0.20 -0.07 -0.11
C 2.294 -2.556 -2.342 0.24 0.17 -0.12
H 1.913 -4.185 0.703 0.04 0.17 -0.17
H 0.984 2.210 -1.679 0.00 0.53 -0.16
H -1.165 1.192 3.518 -0.24 0.08 -0.19
H 0.019 -3.782 -3.885 -0.10 -0.04 0.10
H 2.741 2.580 0.331 -0.02 0.49 0.10
C -0.949 -1.278 -3.318 -0.02 0.14 0.02
H 2.206 4.269 0.108 0.02 -0.12 0.23
H 2.368 -1.526 -1.969 -0.01 -0.19 -0.20
H 3.320 -2.933 -2.456 -0.20 0.00 0.01
Cl 2.385 0.287 -0.012 0.78 -0.56 -0.23
H -1.326 -0.416 -2.756 0.08 -0.20 -0.16
H 0.091 0.604 -1.310 -0.03 0.29 -1.29
H -0.023 3.199 -2.740 0.20 0.11 0.24
H -2.508 2.763 1.246 0.25 -0.01 0.09
H -1.505 2.873 -1.003 0.37 0.21 0.20
H 1.351 -4.415 -1.727 0.20 0.19 0.05
P -0.100 -2.589 -0.977 0.63 1.96 0.89
C 2.423 3.494 0.850 0.30 -0.18 -0.12
H -2.114 -4.883 -0.921 0.13 -0.01 0.10
H -1.775 4.951 0.222 0.22 0.05 -0.12
H -0.991 5.372 -1.309 0.02 -0.07 0.23
H -1.936 -5.399 0.757 0.06 0.07 -0.12
H 1.899 1.269 2.575 -0.06 0.33 0.19
P -0.180 2.369 0.876 -0.93 6.28 1.66
H -0.850 3.823 3.614 -0.18 0.07 -0.18
H -2.182 -2.555 -2.124 0.31 -0.06 -0.04
H 0.135 -2.450 1.880 -0.07 -0.43 0.04
C -2.025 1.499 2.908 -0.07 -0.18 0.15
H -2.829 1.818 3.590 0.19 -0.03 -0.20
H -0.969 -4.744 -2.764 0.06 0.18 -0.09
H 3.363 -3.886 -0.259 -0.21 0.07 -0.04
H -2.382 0.632 2.348 0.18 0.14 0.23
H 1.837 -2.543 -3.339 0.01 -0.02 0.25
H 1.241 3.972 -1.749 -0.23 -0.17 0.01
C -0.855 4.832 -0.360 -0.11 0.18 -0.30
C 1.246 3.190 1.774 -0.17 0.12 0.00
C 0.479 3.183 -1.760 0.18 -0.12 -0.42
H 0.229 -4.249 1.952 -0.15 0.27 -0.15
C 2.354 -3.510 -0.036 0.21 0.05 0.22
C -1.062 -3.451 0.353 -0.18 -0.23 -0.61
C -1.683 2.663 1.971 -0.04 0.09 0.00
H -1.500 -1.338 -4.268 0.11 -0.03 0.21
C -1.147 -2.566 -2.509 -0.06 -0.50 0.26
H -2.561 4.131 3.261 0.26 -0.02 -0.06
H 0.935 2.219 3.727 0.12 0.00 -0.20
F 0.118 -0.320 2.134 0.02 0.07 -0.67
Os 0.068 0.322 0.218 1.06 -6.60 0.77
H 0.875 4.139 2.188 -0.04 -0.24 -0.17
H -1.214 -3.384 2.506 0.18 -0.11 -0.21
Cl -2.228 0.114 -0.161 -1.16 -0.37 -0.36
H -1.728 -3.898 -4.113 0.17 0.02 0.05
C 1.540 -3.407 -1.321 -0.74 -0.60 -0.27
C -1.579 3.945 2.801 -0.12 0.16 0.13
H 0.107 -1.087 -3.547 -0.18 -0.10 0.01
H 2.471 -2.513 0.413 -0.05 -0.26 0.00
H -1.966 -2.813 0.392 0.25 -0.28 -0.10
```
Forces are in eV/Å.

As for the spin multiplicity: 5. As for the HOMO energy (spin up / spin down): -5.64 / -7.77 eV. Its net charge is 0. For the frontier orbital gap (spin up / spin down), the calculation gives 6.25 / 5.97 eV. The calculation puts the LUMO energy (spin up / spin down) at 0.61 / -1.81 eV.


No. 3
Below is a 2-piece molecular cluster, C3H7NO3 overall in a non-equilibrium geometry, with properties calculated with ωB97M-V with the def2-TZVPD basis set.

Geometry as XYZ:
```
14
Properties=species:S:1:pos:R:3:forces:R:3
N 0.361 1.143 1.211 -2.13 0.75 -2.21
O 1.356 -1.058 -0.058 0.23 0.14 0.22
C -1.441 -1.626 -0.131 0.17 0.73 0.49
H -1.601 0.194 -1.165 0.07 0.33 0.29
O 0.543 2.466 0.704 -0.28 -1.07 0.51
H 0.783 2.322 -0.240 0.05 -0.17 0.07
H 1.232 0.844 1.653 -1.08 -0.42 0.27
H -0.828 -2.286 0.476 0.06 -0.01 -0.25
H -2.439 -1.977 -0.376 0.03 0.16 0.06
H -0.672 0.689 0.868 3.66 1.37 2.55
O 0.993 0.790 -1.337 0.10 -0.07 0.64
H 2.115 -1.109 -0.664 -0.08 0.21 0.29
C 0.613 0.010 -0.471 -2.98 -0.96 -1.68
C -1.015 -0.402 -0.470 2.17 -1.00 -1.22
```
Forces are in eV/Å.

Its structure (SMILES) is C=CC(=O)O.NO. As for the spin multiplicity: 1. As for the HOMO energy: -9.42 eV. Its net charge is 0. For the frontier orbital gap, the calculation gives 9.98 eV. The calculation puts the LUMO energy at 0.56 eV.


| no. | total energy (eV) |
| --- | --- |
| 1 | -37761.128 |
| 2 | -68170.238 |
| 3 | -10852.654 |